# 1
This record from the Open Molecules 2025 dataset describes an isolated molecule of C6H10O in a non-equilibrium geometry. The level of theory is ωB97M-V with the def2-TZVPD basis set.

Energy relative to the best compared isomer or geometry (same formula, charge and spin), eV: 3.769
Orbital gap, eV: 8.58
HOMO, Eh: -0.3059
F_max, eV/Å: 2.19

The geometry in ORCA input format:
```
! wB97M-V def2-TZVPD RIJCOSX def2/J DEFGRID3
* xyz 0 1
C -0.9756 1.6430 -0.4360
C -0.7419 0.2187 0.0812
C -0.5993 -0.8598 -1.0128
C 0.3125 -1.9871 -0.5536
C 0.9861 -1.4541 0.6586
C 0.5332 0.0271 0.9693
O 1.5634 0.9598 0.7209
H -0.1451 1.9824 -1.0632
H -1.8872 1.6957 -1.0450
H -1.0834 2.3649 0.3801
H -1.6112 -0.0537 0.6972
H -0.2234 -0.4437 -1.9680
H -1.5653 -1.3062 -1.3006
H 2.0339 -1.6879 0.5247
H 1.2446 -2.0825 1.4976
H 0.2728 0.1805 2.0226
H 1.8858 0.8030 -0.1729
*
```

---

# 2
This record from the Open Molecules 2025 dataset describes the ion C3H10NS2 with charge +1 in a non-equilibrium geometry. The level of theory is ωB97M-V with the def2-TZVPD basis set.

Energy relative to the best compared isomer or geometry (same formula, charge and spin), eV: 2.062
Orbital gap, eV: 8.74
HOMO, Eh: -0.4637
F_max, eV/Å: 4.35

The geometry in ORCA input format:
```
! wB97M-V def2-TZVPD RIJCOSX def2/J DEFGRID3
* xyz 1 1
C -0.4826 -0.6256 -1.8566
C 0.1466 -0.2607 -0.5926
N -0.2754 1.2291 -0.2076
C -0.0595 -1.2014 0.6597
S 1.3987 -0.6102 1.8120
S 0.4778 1.1260 2.6408
H -0.2352 -0.0028 -2.7428
H 0.0790 -1.5494 -2.1866
H -1.5067 -1.0157 -1.7646
H 1.1421 -0.1340 -0.7460
H 0.2443 1.7617 -0.9105
H -1.2616 1.4533 -0.1645
H 0.0951 1.6481 0.6350
H -1.0807 -1.3669 1.1553
H 0.4503 -2.2051 0.4470
H 0.8678 1.7537 3.8220
*
```

---

# 3
This record from the Open Molecules 2025 dataset describes an isolated molecule of C4H11N3 in a non-equilibrium geometry. The level of theory is ωB97M-V with the def2-TZVPD basis set.

Energy relative to the best compared isomer or geometry (same formula, charge and spin), eV: 6.026
Orbital gap (alpha / beta), eV: 7.71 / 8.19
HOMO (alpha / beta), Eh: -0.2937 / -0.2983
F_max, eV/Å: 1.66

The geometry in ORCA input format:
```
! wB97M-V def2-TZVPD RIJCOSX def2/J DEFGRID3
* xyz 0 1
C 0.6170 2.0715 1.0751
C 1.5531 -0.7678 0.5039
C -1.2081 -0.4103 -1.7086
N -0.2088 0.8668 1.0435
N 0.2955 -0.0987 0.1985
C -0.9000 -0.7729 -0.2369
N -1.1032 -1.9934 0.2429
H -1.4702 0.2252 0.3323
H -1.8019 -2.4818 -0.3169
H 1.4210 1.9440 1.8121
H 1.0601 2.3340 0.1076
H -0.0099 2.8913 1.4254
H 1.4859 -1.3280 1.4408
H 2.3440 -0.0216 0.5775
H 1.7840 -1.4578 -0.3057
H -0.5354 -0.9620 -2.3686
H -1.0871 0.6572 -1.8897
H -2.2362 -0.6958 -1.9334
*
```

---

# 4
This record from the Open Molecules 2025 dataset describes a cluster of 2 separate species, C27H35N3O4 in total in a non-equilibrium geometry. The level of theory is ωB97M-V with the def2-TZVPD basis set.

Orbital gap, eV: 3.84
HOMO, Eh: -0.1734
F_max, eV/Å: 3.38

The geometry in ORCA input format:
```
! wB97M-V def2-TZVPD RIJCOSX def2/J DEFGRID3
* xyz 0 1
C 5.7600 -2.0681 -2.9247
O 5.5112 -1.9900 -1.5415
C 4.1778 -1.7579 -1.2121
C 3.8654 -1.4759 0.1218
C 2.5782 -1.2169 0.5149
C 1.5345 -1.2202 -0.4150
C 0.1533 -0.9572 -0.0035
C -0.6892 -0.0443 -0.5371
C -2.1197 -0.0716 -0.0916
N -3.0397 -1.0423 -0.8814
C -4.1104 -0.2652 -1.6530
C -5.0658 -1.2340 -2.3538
N -4.6309 -2.6288 -2.1257
C -3.2423 -2.8553 -2.6113
C -2.2783 -1.9152 -1.8835
C -4.7006 -2.9114 -0.6733
C -3.7606 -1.9778 0.0924
C -0.2181 0.9484 -1.5182
C -1.1929 1.7188 -2.3470
O 0.9629 1.1557 -1.6949
C 1.8432 -1.5111 -1.7485
C 3.1274 -1.7757 -2.1393
H 6.8365 -2.1295 -3.0836
H 5.2894 -2.9639 -3.3315
H 5.3823 -1.1719 -3.4203
H 4.6752 -1.4398 0.8277
H 2.3660 -0.9673 1.5387
H -0.2362 -1.5967 0.7725
H -2.1471 -0.3509 0.9651
H -2.5416 0.9348 -0.1085
H -4.6440 0.3915 -0.9606
H -3.6154 0.3810 -2.3801
H -6.0913 -1.1296 -1.9835
H -5.1105 -1.0572 -3.4339
H -2.9873 -3.9080 -2.4470
H -3.2281 -2.6976 -3.6951
H -1.7537 -1.2631 -2.5858
H -1.5092 -2.4753 -1.3469
H -5.7405 -2.7955 -0.3494
H -4.4490 -3.9655 -0.5133
H -3.0131 -2.5437 0.6541
H -4.3088 -1.3741 0.8203
H -2.1193 1.9354 -1.8203
H -0.7517 2.6750 -2.6238
H -1.4238 1.1742 -3.2615
H 1.0492 -1.5007 -2.4765
H 3.3321 -1.9854 -3.1745
C -1.9257 5.2135 2.0992
C -1.1632 4.0055 2.6150
O 0.2243 4.0953 2.3981
C 0.8576 3.0418 3.0166
C 2.2326 2.8423 2.6515
C 3.0204 1.7702 3.0746
C 2.5984 0.8466 4.0493
C 3.3953 -0.2016 4.3978
N 4.5924 -0.4438 3.8711
C 5.0081 0.4292 2.9566
C 4.2930 1.5082 2.5249
O 0.2802 2.2841 3.7900
H -3.0029 5.0388 2.0463
H -1.7609 6.0779 2.7435
H -1.5846 5.4807 1.0982
H -1.3151 3.8525 3.6930
H -1.4837 3.0808 2.1166
H 2.6439 3.5455 1.9526
H 1.6362 0.9797 4.5067
H 3.0593 -0.9005 5.1507
H 5.9849 0.2325 2.5419
H 4.6837 2.1405 1.7495
*
```

---

# 5
This record from the Open Molecules 2025 dataset describes a structure of composition C21H33Br3Cl3MnNO2Si in a non-equilibrium geometry. The level of theory is ωB97M-V with the def2-TZVPD basis set.

Orbital gap (alpha / beta), eV: 5.05 / 5.19
HOMO (alpha / beta), Eh: -0.5220 / -0.5203
F_max, eV/Å: 2.45
⟨S²⟩: 0.895

The geometry in ORCA input format:
```
! wB97M-V def2-TZVPD RIJCOSX def2/J DEFGRID3
* xyz 2 2
Mn 0.1439 0.0230 0.5047
C 2.7969 -6.7450 2.8629
C 2.9118 -6.2846 1.3981
C 4.3589 -6.4755 0.9099
C 1.9839 -7.1403 0.5373
C 2.5750 -4.8094 1.3317
C 1.5122 -4.3172 0.5328
C 1.2759 -2.9831 0.5190
Br -0.0735 -2.2423 -0.5907
C 2.0443 -2.0291 1.2692
O 1.7820 -0.7837 1.1871
C 3.1303 -2.5273 2.0861
C 3.3352 -3.8869 2.0726
C 4.0414 -1.6559 2.9489
C 5.4830 -1.8519 2.4516
C 3.7437 -0.1548 2.9391
C 3.9259 -2.1455 4.4012
H 3.0204 -7.8098 2.9164
H 1.7887 -6.5923 3.2479
H 3.4986 -6.2289 3.5153
H 4.6166 -7.5319 0.9744
H 5.0767 -5.9243 1.5150
H 4.4703 -6.1636 -0.1283
H 2.2776 -8.1841 0.6287
H 2.0496 -6.8809 -0.5195
H 0.9445 -7.0690 0.8591
H 0.9175 -4.9944 -0.0590
H 4.1405 -4.2851 2.6728
H 5.5843 -1.5501 1.4091
H 5.8152 -2.8843 2.5436
H 6.1535 -1.2342 3.0475
H 3.8682 0.2861 1.9513
H 4.4539 0.3277 3.6106
H 2.7397 0.0703 3.2982
H 4.2262 -3.1853 4.5155
H 2.9056 -2.0403 4.7713
H 4.5774 -1.5437 5.0332
Br -0.8456 -0.0882 -3.3461
C -1.9471 1.1726 -2.4519
Br -1.9937 0.9611 -0.4916
H -2.9811 1.0411 -2.7528
H -1.5769 2.1742 -2.6339
Cl 3.3436 0.7014 -1.2064
Si 1.4381 1.2682 -0.9302
Cl 1.0216 2.8207 -2.1535
Cl 1.1075 2.0162 1.0181
O -0.8874 -0.4623 2.0881
C -1.8402 -0.2343 2.8904
C -2.8084 -1.3227 3.2398
C -2.7897 -1.7273 4.7391
C -2.0260 -0.7788 5.6603
C -2.6521 0.6070 5.8013
C -3.0070 1.2421 4.4573
N -1.9968 0.9548 3.4325
H -2.5783 -2.1743 2.6018
H -3.8018 -0.9681 2.9543
H -2.3433 -2.7178 4.8155
H -3.8191 -1.8273 5.0837
H -0.9932 -0.6833 5.3082
H -1.9550 -1.2331 6.6482
H -1.9719 1.2571 6.3526
H -3.5704 0.5472 6.3879
H -3.0893 2.3242 4.5363
H -3.9665 0.8793 4.0892
H -1.3012 1.6554 3.2136
*
```

---

# 6
This record from the Open Molecules 2025 dataset describes a cluster of 13 separate species, C27H58Cl8N4O23 in total in a non-equilibrium geometry. The level of theory is ωB97M-V with the def2-TZVPD basis set.

Energy relative to the best compared isomer or geometry (same formula, charge and spin), eV: 0.000
Orbital gap, eV: 9.95
HOMO, Eh: -0.3844
F_max, eV/Å: 4.05

The geometry in ORCA input format:
```
! wB97M-V def2-TZVPD RIJCOSX def2/J DEFGRID3
* xyz 0 1
Cl 2.3238 -0.0899 -4.9820
C 0.8054 0.4741 -5.5878
C 0.5707 0.0334 -7.0254
Cl 0.2665 -1.6945 -6.8984
H 0.8033 1.5618 -5.5162
H 0.0915 0.1777 -4.8193
H 1.5179 0.2439 -7.5220
H -0.1648 0.6449 -7.5480
Cl -3.0960 -2.5855 1.6509
C -3.5095 -3.3122 3.2266
C -2.2657 -4.1097 3.6978
Cl -2.6506 -5.1227 5.1326
H -4.3217 -4.0066 3.0121
H -3.7710 -2.5403 3.9505
H -1.5222 -3.3989 4.0583
H -1.7650 -4.7010 2.9311
Cl -1.9483 5.1237 -4.2005
C -1.9381 4.5075 -2.5022
C -0.7267 3.8364 -2.2820
Cl 0.4814 4.9951 -1.8184
H -2.7302 3.7737 -2.3537
H -2.1058 5.3505 -1.8318
H -0.3773 3.2096 -3.1024
H -0.9013 3.3115 -1.3428
Cl -3.1127 1.3601 -4.4283
C -3.3517 -0.2544 -5.0023
C -4.1864 -0.1355 -6.2973
Cl -5.9472 -0.1790 -5.9491
H -3.9795 -0.7914 -4.2913
H -2.4312 -0.8216 -5.1398
H -3.9636 -1.0689 -6.8142
H -4.0473 0.7033 -6.9793
C 6.6167 2.1371 -0.1210
N 5.6160 2.3060 -1.1769
O 4.4917 1.9964 -0.9487
O 5.9238 2.8981 -2.1667
H 6.3502 2.7848 0.7142
H 7.6072 2.3852 -0.5024
H 6.5313 1.0696 0.0819
C 4.8781 -0.4740 -2.7107
N 3.9291 -0.9990 -1.6218
O 2.7563 -1.2979 -1.9856
O 4.4020 -1.1412 -0.4892
H 4.8635 -1.1050 -3.5993
H 5.9085 -0.3759 -2.3689
H 4.5110 0.5222 -2.9579
C -0.4370 -3.1529 -1.8060
N -1.5968 -3.5471 -2.6579
O -1.3357 -3.5313 -3.8608
O -2.7213 -3.7232 -2.1820
H -0.7310 -3.3019 -0.7670
H -0.2279 -2.1205 -2.0861
H 0.5282 -3.6023 -2.0393
C 3.3937 7.1222 -0.3722
N 3.7154 5.6720 -0.5980
O 4.7139 5.4543 -1.2810
O 3.0822 4.7370 -0.0289
H 3.9679 7.7801 -1.0245
H 3.6690 7.3880 0.6484
H 2.3201 7.2046 -0.5418
C -2.3616 1.1264 3.0220
O -1.2554 1.3694 3.9137
C -0.3146 2.2547 3.7057
O 0.5638 2.4165 4.5392
O -0.4579 2.8855 2.4875
C 0.5977 3.8055 2.1246
H -2.3219 0.0388 2.9623
H -2.2653 1.5910 2.0407
H -3.3207 1.4932 3.3878
H 1.6341 3.4731 2.1831
H 0.5727 4.5643 2.9067
H 0.3199 4.2191 1.1551
C 0.8507 -2.3492 1.5429
O 0.5628 -3.7819 1.6611
C 1.5563 -4.7690 1.8237
O 1.2940 -5.9463 1.9586
O 2.8387 -4.3119 1.6812
C 3.9328 -5.2473 1.6542
H 1.7044 -2.1272 2.1833
H -0.0901 -1.8351 1.7397
H 0.8767 -2.1711 0.4678
H 4.8471 -4.6635 1.5475
H 3.7980 -6.0446 0.9233
H 4.1597 -5.7874 2.5735
C 1.2111 1.4650 -0.4254
O -0.2009 1.1922 0.0619
C -1.0295 0.6318 -0.8891
O -0.9519 0.4427 -2.0670
O -2.1732 0.4189 -0.1781
C -3.3312 -0.0635 -0.8313
H 1.7480 0.5645 -0.1273
H 1.6901 2.3837 -0.0868
H 1.3775 1.5611 -1.4983
H -4.0667 0.6445 -1.2132
H -3.8961 -0.6336 -0.0938
H -3.0578 -0.5772 -1.7530
C -8.2861 -0.7945 5.6459
O -8.2766 -0.7831 4.1908
C -7.1883 -0.9769 3.4564
O -6.0854 -1.3476 3.9088
O -7.4880 -0.6728 2.1585
C -6.4417 -0.9298 1.2110
H -7.7951 0.1403 5.9166
H -7.8309 -1.7202 5.9980
H -9.3099 -0.7697 6.0191
H -5.8442 -0.0227 1.1204
H -6.7702 -1.1306 0.1913
H -5.6752 -1.6925 1.3482
C 2.3566 -0.0029 3.4270
O 3.5385 -0.8243 3.2116
C 4.0346 -1.6452 4.1385
O 3.4279 -1.8897 5.1883
O 5.1041 -2.3145 3.7360
C 5.5748 -2.2492 2.4445
H 1.9414 0.3794 2.4944
H 2.5973 0.8434 4.0705
H 1.5528 -0.5633 3.9043
H 4.7361 -2.4987 1.7945
H 6.3235 -3.0297 2.3091
H 5.9902 -1.3189 2.0572
*
```